Entry 1:
Formula: C7H11FN3O2P
Source: the OMol25 dataset
Level of theory: the ωB97M-V functional and the def2-TZVPD basis

The structure (SMILES) is NP(N)(=O)N[C@H](O)c1ccc(F)cc1. The frontier orbital gap comes out at 9.38 eV. As for the charge: 0. The value obtained for the LUMO energy is 0.54 eV.

CARTESIAN COORDINATES (ANGSTROEM)
N1 1.7542 -1.7532 -1.4862
P1 1.6097 -0.9888 0.0286
N2 3.1298 -1.1722 0.8534
O1 0.4692 -1.4950 0.7451
N3 1.5538 0.6822 -0.5442
C1 0.5058 1.6388 -0.1971
O2 0.7796 2.2782 1.1142
C2 -0.8701 1.0144 -0.0364
C3 -1.1604 0.0546 -1.0298
C4 -2.2688 -0.6820 -1.0419
C5 -3.1750 -0.3871 0.0422
F1 -4.3234 -1.0909 0.2165
C6 -2.9817 0.5998 0.9632
C7 -1.7383 1.3089 0.9407
H1 2.5640 -1.3062 -1.9123
H2 2.0127 -2.7450 -1.4589
H3 3.0673 -0.7786 1.7583
H4 3.9745 -1.5524 0.5834
H5 2.3423 1.2124 -0.6235
H6 0.4982 2.5457 -0.9492
H7 0.5488 1.6306 1.7902
H8 -0.3860 -0.2073 -1.7149
H9 -2.5812 -1.4786 -1.5753
H10 -3.7639 0.6938 1.7256
H11 -1.5610 1.9778 1.8085

Forces on the atoms, in the same order (eV/Å):
N 1.3 0.1 0.6
P 3.0 0.9 -1.9
N -4.1 1.2 -0.9
O -1.1 0.0 1.4
N -3.3 -2.1 1.0
C -0.4 1.5 1.6
O 0.5 0.0 -1.4
C 1.6 -0.3 -2.5
C 1.1 0.4 -0.1
C -2.8 1.8 4.3
C 0.2 0.3 -0.5
F 0.3 -0.3 -0.6
C 0.8 0.0 0.1
C -2.3 0.0 2.0
H -0.2 0.1 -0.6
H -0.5 0.3 0.4
H 0.4 0.2 1.0
H 1.6 -0.8 -0.8
H 3.0 0.9 -0.1
H 0.2 -1.9 1.4
H 0.0 -0.1 -0.1
H 0.4 0.2 -0.6
H -0.2 -2.4 -2.4
H 0.6 0.3 -0.2
H 0.1 -0.3 -1.1

natural (NBO) atomic charge list, values in e, 2 entries:
1 N -1.162
2 P 2.300


Entry 2:
Formula: C4H13NS
Source: the OMol25 dataset
Level of theory: the ωB97M-V functional and the def2-TZVPD basis

The structure (SMILES) is CCS.CNC. As for the energy above the lowest of the compared OMol25 structures with the same formula, charge and spin: 2.064 eV. The frontier orbital gap comes out at 9.46 eV. As for the charge: 0. The value obtained for the LUMO energy is 0.94 eV.

CARTESIAN COORDINATES (ANGSTROEM)
C1 1.9010 -1.2344 -1.5250
C2 2.6671 -0.1768 -0.6780
S1 1.6553 1.2576 -0.1361
H1 1.9182 -1.2710 -2.6775
H2 2.3401 -2.1808 -1.4119
H3 0.9128 -1.3137 -1.3160
H4 2.9921 -0.5635 0.3099
H5 3.4038 0.2653 -1.2066
H6 2.4399 1.3539 1.0032
C3 -2.0569 -0.9386 0.8779
N1 -1.7067 0.3633 0.0719
C4 -1.9163 1.6044 0.8222
H7 -1.5387 -0.8297 1.8384
H8 -1.4664 -1.7424 0.4348
H9 -3.1624 -1.0676 0.9541
H10 -2.4486 0.4835 -0.6664
H11 -2.1311 2.5312 0.2478
H12 -2.7958 1.5037 1.6310
H13 -1.0072 1.9555 1.4264

Forces on the atoms, in the same order (eV/Å):
C 2.5 0.7 -2.2
C -3.0 -1.4 1.2
S 0.5 0.0 1.1
H 0.3 1.4 1.5
H 0.7 -1.5 0.9
H -3.0 -0.1 1.1
H 0.1 -0.3 -1.1
H 2.8 0.9 -1.6
H -0.8 0.4 -0.9
C 1.0 2.4 -0.8
N -2.1 -0.4 -0.4
C -0.4 0.8 3.2
H -0.7 0.2 0.1
H -0.8 -0.2 -0.4
H 1.0 -0.3 0.1
H 1.2 -0.8 0.7
H -0.1 -1.0 -0.3
H 1.6 0.3 -1.6
H -1.0 -1.0 -0.7

natural (NBO) atomic charge list, values in e, 2 entries:
1 C -0.628
2 C -0.486


Entry 3:
Formula: C3H9O
Source: the OMol25 dataset
Level of theory: the ωB97M-V functional and the def2-TZVPD basis

Its expectation value of S² is 0.75. As for the energy above the lowest of the compared OMol25 structures with the same formula, charge and spin: 0.455 eV. The frontier orbital gap (spin up / spin down) comes out at 11.71 / 8.66 eV. As for the charge: 0. The spin multiplicity is 2. The value obtained for the LUMO energy (spin up / spin down) is 1.08 / -1.40 eV.

CARTESIAN COORDINATES (ANGSTROEM)
C1 -2.4114 0.2843 1.5961
H1 -1.5010 -0.2631 1.3799
H2 -2.2587 1.3414 1.4326
H3 -2.6561 0.0861 2.6436
H4 -3.2462 -0.1566 1.0524
C2 0.4637 -0.2513 -0.6717
O1 0.7394 0.0541 0.6214
C3 1.7049 -0.1103 -1.6143
H5 -0.3704 0.3812 -1.0178
H6 0.0863 -1.2859 -0.6994
H7 2.0325 -1.0569 -2.0368
H8 2.4717 0.4081 -1.0498
H9 1.3754 0.4961 -2.4615

Forces on the atoms, in the same order (eV/Å):
C -0.3 -0.9 0.7
H 0.1 0.1 -0.1
H -0.2 0.2 -0.2
H 0.2 0.3 0.0
H 0.1 0.4 -0.4
C 1.2 0.0 -0.6
O -0.1 -0.1 0.2
C -1.5 0.2 -0.1
H -0.1 -0.1 0.1
H -0.2 0.0 0.1
H 0.2 -0.1 0.3
H 0.3 -0.1 -0.2
H 0.4 0.1 0.0

natural (NBO) atomic charge list, values in e, 2 entries:
1 C -0.859
2 H 0.225


Entry 4:
Formula: C36H72O23S4
Source: the OMol25 dataset
Level of theory: the ωB97M-V functional and the def2-TZVPD basis

The structure (SMILES) is O=S1(=O)CCCC1.O=S1(=O)CCCC1.O=S1(=O)CCCC1.O=S1(=O)CCCC1.CCOC(=O)OC.CCOC(=O)OC.CCOC(=O)OC.CCOC(=O)OC.CCOC(=O)OC. As for the energy above the lowest of the compared OMol25 structures with the same formula, charge and spin: 1.006 eV. The frontier orbital gap comes out at 10.30 eV. As for the charge: 0. The value obtained for the LUMO energy is 0.03 eV.

CARTESIAN COORDINATES (ANGSTROEM)
O1 3.9937 2.5164 3.4929
S1 3.8036 2.7804 2.0640
O2 3.7972 1.6340 1.1769
C1 2.3266 3.9358 1.7945
C2 2.8422 5.3491 2.2802
C3 4.1955 5.5601 1.5857
C4 5.0339 4.1741 1.4321
H1 1.4875 3.4408 2.2833
H2 2.0054 4.0162 0.7560
H3 2.2154 6.1859 1.9722
H4 2.7700 5.5039 3.3567
H5 4.8350 6.2917 2.0796
H6 3.9454 6.1038 0.6748
H7 5.9295 4.2029 2.0527
H8 5.2593 3.8906 0.4040
O3 -0.3950 -0.6936 -3.3666
S2 -0.5966 0.6553 -3.9085
O4 -1.8611 1.1839 -4.2131
C5 0.2864 2.0362 -2.9869
C6 0.6397 2.9731 -4.1742
C7 1.3731 2.0665 -5.1886
C8 0.4109 0.8782 -5.4638
H9 1.2147 1.7481 -2.4936
H10 -0.2282 2.4273 -2.1092
H11 -0.2188 3.4918 -4.6009
H12 1.3750 3.7075 -3.8456
H13 2.3286 1.9007 -4.6910
H14 1.6653 2.4633 -6.1609
H15 0.9244 -0.0482 -5.7210
H16 -0.3732 1.1154 -6.1829
O5 0.0322 0.7657 2.8645
S3 -0.2073 0.8110 1.4090
O6 -0.2792 2.0544 0.5971
C9 1.0652 -0.2287 0.6429
C10 0.4439 -1.4630 0.0365
C11 -1.0675 -1.2083 -0.3180
C12 -1.6060 -0.3789 0.9447
H17 1.8337 -0.3238 1.4100
H18 1.5703 0.4711 -0.0229
H19 0.9972 -1.6131 -0.8906
H20 0.4484 -2.2722 0.7668
H21 -1.5482 -2.1717 -0.4880
H22 -1.3314 -0.6952 -1.2427
H23 -1.7067 -1.1496 1.7089
H24 -2.6141 0.0335 0.9021
O7 -1.5406 7.5982 -3.0040
S4 -0.8665 6.3279 -3.1852
O8 -1.2810 5.5115 -4.3035
C13 0.9099 6.4200 -2.8231
C14 0.9483 6.3038 -1.2923
C15 -0.0438 5.1972 -0.8795
C16 -1.2941 5.4422 -1.6279
H25 1.3014 7.3502 -3.2349
H26 1.4671 5.7081 -3.4321
H27 1.9473 6.0160 -0.9648
H28 0.6477 7.2305 -0.8033
H29 -0.0414 5.2852 0.2069
H30 0.4980 4.2917 -1.1531
H31 -1.8804 6.1643 -1.0596
H32 -2.0249 4.6438 -1.7564
C17 2.4984 -3.5817 4.5269
C18 2.1698 -2.2017 4.8889
O9 2.9021 -1.7883 6.0205
C19 4.0844 -1.1462 5.9567
O10 4.6353 -0.6734 4.9614
O11 4.4145 -0.8172 7.2174
C20 4.9843 0.4224 7.5358
H33 1.6808 -4.1685 4.9456
H34 3.5560 -3.7924 4.6851
H35 2.2494 -3.7547 3.4799
H36 1.1004 -2.2065 5.0999
H37 2.4469 -1.5645 4.0492
H38 5.9254 0.5093 6.9929
H39 5.0399 0.5674 8.6147
H40 4.3899 1.2878 7.2424
C21 1.3966 -6.2384 -8.6725
C22 2.4911 -6.4677 -7.6097
O12 2.0121 -6.0771 -6.2775
C23 1.9047 -4.8023 -5.9517
O13 2.2634 -3.8702 -6.7232
O14 1.4294 -4.6290 -4.6731
C24 1.2024 -3.3537 -4.0609
H41 1.9206 -6.4205 -9.6108
H42 0.9179 -5.2629 -8.7579
H43 0.7138 -7.0880 -8.6742
H44 3.2467 -5.7666 -7.9642
H45 2.8504 -7.4967 -7.6179
H46 0.3372 -2.9094 -4.5530
H47 1.8998 -2.5259 -4.1896
H48 0.8674 -3.5796 -3.0486
C25 -7.2828 4.5953 5.7558
C26 -6.8708 4.4845 4.2372
O15 -6.3763 3.2261 4.0130
C27 -6.6475 2.6526 2.8177
O16 -7.3986 3.0380 1.9254
O17 -5.9245 1.4979 2.8792
C28 -5.7538 0.6256 1.7241
H49 -7.2116 5.5877 6.2008
H50 -6.5369 4.0947 6.3733
H51 -8.1877 4.0183 5.9463
H52 -6.1106 5.1417 3.8150
H53 -7.7425 4.7422 3.6358
H54 -4.7206 0.2803 1.7615
H55 -5.9535 1.0668 0.7476
H56 -6.2709 -0.3106 1.9344
C29 1.6326 -5.3711 -0.3805
C30 3.1129 -5.7689 -0.0862
O18 3.4316 -5.5755 1.3376
C31 4.4144 -6.2609 2.0222
O19 5.2590 -7.0074 1.6325
O20 4.3814 -5.8257 3.1853
C32 5.2135 -6.0870 4.2234
H57 1.4270 -5.7213 -1.3920
H58 1.6870 -4.2835 -0.4274
H59 0.8652 -5.7743 0.2802
H60 3.8671 -5.2147 -0.6449
H61 3.2583 -6.7730 -0.4845
H62 5.0237 -5.5205 5.1351
H63 6.2864 -5.9976 4.0532
H64 5.0620 -7.1448 4.4383
C33 -5.5105 -1.2342 -2.7830
C34 -4.8660 -1.1282 -1.4405
O21 -6.0440 -1.3947 -0.6404
C35 -5.7979 -2.2180 0.3834
O22 -4.7937 -2.5793 0.8577
O23 -7.0767 -2.5461 0.8178
C36 -7.3193 -3.3519 2.0258
H65 -5.7949 -2.1786 -3.2471
H66 -4.8553 -0.7729 -3.5220
H67 -6.4894 -0.7560 -2.7509
H68 -4.5542 -0.0855 -1.3798
H69 -4.0767 -1.8366 -1.1889
H70 -6.6109 -4.1783 1.9696
H71 -8.3599 -3.6252 2.2009
H72 -7.0781 -2.7454 2.8987

Forces on the atoms, in the same order (eV/Å):
O -0.4 0.8 -1.7
S 0.6 1.7 0.3
O -0.2 0.7 0.0
C 0.6 0.3 0.8
C -0.8 -0.8 0.0
C 1.1 -0.9 0.2
C -2.1 0.4 0.6
H 0.1 0.3 0.5
H 0.6 -0.4 -0.3
H -0.5 -0.3 -0.6
H 0.7 -0.7 0.2
H -0.1 -0.2 0.5
H 0.3 -0.8 -0.6
H -0.2 -0.3 0.0
H 0.0 0.1 0.1
O -0.4 1.4 -0.3
S 4.4 -0.5 0.4
O -2.8 0.4 -0.1
C 0.3 -0.3 -0.5
C 0.3 0.0 0.0
C -0.9 -0.1 0.0
C 0.4 -0.2 1.3
H 0.3 -0.8 -0.5
H -1.0 0.1 -0.6
H 0.0 -0.1 0.2
H -0.2 0.2 0.2
H 0.0 -1.2 -0.1
H -0.4 0.6 0.1
H -0.2 0.0 0.1
H 0.3 0.1 -0.2
O -0.8 0.9 -1.8
S -0.2 -1.3 -0.4
O -0.3 -1.3 1.6
C 0.4 1.6 0.6
C -0.8 0.9 -0.8
C -0.1 1.3 1.1
C 0.4 -1.3 -0.6
H -0.2 -0.7 0.2
H -0.3 -0.2 -0.6
H 0.0 -0.9 0.2
H 0.4 -0.2 -0.4
H -0.2 -0.1 0.7
H 0.9 0.4 0.1
H 0.5 0.4 0.6
H 0.4 0.6 -0.5
O 1.1 0.2 -0.5
S -2.4 -0.7 1.4
O 1.0 0.3 -0.2
C 0.0 0.9 -0.6
C 0.1 -0.2 -0.5
C 2.3 0.0 0.1
C -1.1 0.5 0.3
H -0.4 0.4 0.3
H -0.3 -0.6 0.5
H 0.1 0.2 0.1
H 0.2 0.2 -0.3
H -0.8 -0.5 0.0
H -0.5 -0.5 0.1
H 0.1 0.4 -0.2
H 0.6 -0.4 -0.5
C -0.9 -1.3 -1.1
C 0.6 1.1 -1.3
O 0.6 0.0 1.4
C -0.4 3.0 -1.7
O -1.0 -1.7 1.7
O -0.9 -1.4 0.7
C 0.6 1.1 -0.8
H 1.1 -1.0 0.9
H -0.4 -0.6 0.2
H 0.5 0.3 -0.4
H 0.2 1.0 0.3
H -0.4 0.5 0.2
H 0.3 0.2 0.5
H 0.4 -0.8 -0.1
H -0.5 -0.2 -0.6
C 0.5 -1.7 -0.4
C -1.2 2.5 -0.9
O -0.1 -1.0 0.6
C 1.3 3.6 -1.6
O -1.3 -2.4 2.5
O 1.1 -1.3 -1.4
C -1.7 0.6 -1.2
H 0.1 0.3 -0.3
H 0.2 -0.2 0.6
H -0.6 0.4 0.3
H 0.6 -0.2 0.8
H -0.2 0.2 0.6
H -0.4 -0.1 0.0
H 1.0 -0.8 0.3
H 0.6 0.1 0.0
C 1.7 -0.5 -0.6
C -1.2 2.4 1.1
O -0.3 -2.1 -1.3
C -0.4 -0.8 -0.7
O 1.8 -0.7 1.9
O -0.3 0.4 -1.1
C 0.4 -0.2 0.9
H -0.8 0.2 -0.5
H 0.3 -0.4 -0.3
H -0.3 0.6 -0.1
H 0.2 0.7 0.9
H -0.2 -0.5 -0.1
H 0.3 0.5 0.0
H -0.4 0.1 0.4
H -0.7 0.4 -0.3
C 1.9 0.5 -0.3
C 0.0 -0.9 0.4
O -0.2 -1.0 -0.6
C 0.3 0.2 -3.7
O 0.2 -1.1 -1.5
O -2.7 3.9 3.4
C 1.9 -2.4 1.6
H -0.1 0.0 -0.1
H -0.9 0.1 0.3
H 0.4 0.1 0.2
H -0.4 0.6 -0.1
H 0.2 -0.5 0.9
H -0.7 0.3 -0.5
H 0.0 0.3 -0.7
H 0.2 -0.2 0.6
C 0.3 0.1 -2.2
C -1.3 -0.4 -0.8
O 1.5 -0.3 1.4
C -5.1 0.3 0.3
O 2.5 -0.8 0.8
O -0.3 -0.2 0.3
C 1.9 0.9 -0.3
H 0.6 -0.7 0.8
H -0.2 0.3 -0.2
H 0.3 0.7 0.0
H 0.1 -0.1 0.8
H 0.0 0.2 -0.2
H -0.4 -0.3 0.3
H 0.1 0.0 -1.1
H 0.3 0.1 0.0

Mulliken atomic charge list, values in e, 2 entries:
1 O -0.609
2 S 1.003


Question: Which value of charge does entry 1 give?
Answer: 0


Repeat the first record exactly.
Formula: C7H11FN3O2P
Source: the OMol25 dataset
Level of theory: the ωB97M-V functional and the def2-TZVPD basis

The structure (SMILES) is NP(N)(=O)N[C@H](O)c1ccc(F)cc1. The frontier orbital gap comes out at 9.38 eV. As for the charge: 0. The value obtained for the LUMO energy is 0.54 eV.

CARTESIAN COORDINATES (ANGSTROEM)
N1 1.7542 -1.7532 -1.4862
P1 1.6097 -0.9888 0.0286
N2 3.1298 -1.1722 0.8534
O1 0.4692 -1.4950 0.7451
N3 1.5538 0.6822 -0.5442
C1 0.5058 1.6388 -0.1971
O2 0.7796 2.2782 1.1142
C2 -0.8701 1.0144 -0.0364
C3 -1.1604 0.0546 -1.0298
C4 -2.2688 -0.6820 -1.0419
C5 -3.1750 -0.3871 0.0422
F1 -4.3234 -1.0909 0.2165
C6 -2.9817 0.5998 0.9632
C7 -1.7383 1.3089 0.9407
H1 2.5640 -1.3062 -1.9123
H2 2.0127 -2.7450 -1.4589
H3 3.0673 -0.7786 1.7583
H4 3.9745 -1.5524 0.5834
H5 2.3423 1.2124 -0.6235
H6 0.4982 2.5457 -0.9492
H7 0.5488 1.6306 1.7902
H8 -0.3860 -0.2073 -1.7149
H9 -2.5812 -1.4786 -1.5753
H10 -3.7639 0.6938 1.7256
H11 -1.5610 1.9778 1.8085

Forces on the atoms, in the same order (eV/Å):
N 1.3 0.1 0.6
P 3.0 0.9 -1.9
N -4.1 1.2 -0.9
O -1.1 0.0 1.4
N -3.3 -2.1 1.0
C -0.4 1.5 1.6
O 0.5 0.0 -1.4
C 1.6 -0.3 -2.5
C 1.1 0.4 -0.1
C -2.8 1.8 4.3
C 0.2 0.3 -0.5
F 0.3 -0.3 -0.6
C 0.8 0.0 0.1
C -2.3 0.0 2.0
H -0.2 0.1 -0.6
H -0.5 0.3 0.4
H 0.4 0.2 1.0
H 1.6 -0.8 -0.8
H 3.0 0.9 -0.1
H 0.2 -1.9 1.4
H 0.0 -0.1 -0.1
H 0.4 0.2 -0.6
H -0.2 -2.4 -2.4
H 0.6 0.3 -0.2
H 0.1 -0.3 -1.1

natural (NBO) atomic charge list, values in e, 2 entries:
1 N -1.162
2 P 2.300